1.
Entry from OMol25: a structure of composition C5H12NO in a non-equilibrium geometry (ωB97M-V/def2-TZVPD).

Geometry as XYZ:
```
19
Properties=species:S:1:pos:R:3:forces:R:3
C -2.004872 0.013278 -0.581608 -0.629 0.245 -0.811
N -2.313092 -1.352824 0.768458 2.373 0.145 -0.917
C -2.846751 -0.080840 0.547934 -2.187 3.137 2.271
O 4.573072 -0.538395 -0.066981 -0.057 -0.587 0.240
C -0.665207 0.618733 -0.575257 3.258 1.456 2.668
C 0.548707 -0.279721 -0.106067 -0.343 -1.257 -1.620
C 1.876591 0.311643 0.345357 -0.293 1.263 0.117
H -1.954281 -1.929159 0.005226 -1.037 -0.416 -0.391
H -2.573368 0.120597 -1.507792 0.377 -1.424 -0.287
H 5.004865 0.207847 -0.492378 0.250 0.521 -0.276
H -3.944049 0.061648 0.612260 0.002 -0.541 -1.352
H -2.616201 0.756840 1.257125 0.797 -1.080 0.427
H -0.199264 1.170555 -1.401998 -1.226 -0.610 -0.851
H -0.614286 1.445339 0.166678 -0.647 -0.300 0.129
H 0.760614 -0.860126 -1.015961 0.143 -0.240 0.161
H 0.232411 -1.037600 0.606547 -0.278 0.336 0.283
H 2.494251 -0.476785 0.739152 0.022 -0.328 0.425
H 2.521968 0.771039 -0.426527 -0.713 0.003 -0.060
H 1.718887 1.077937 1.125829 0.188 -0.324 -0.155
```
Positions in Å, forces in eV/Å.

The calculation puts the HOMO energy (alpha / beta) at -8.27 / -8.27 eV. The multiplicity is 2. As for the energy: -327.43096 a.u. The calculation puts the energy above the lowest of the compared OMol25 structures with the same formula, charge and spin at 5.337 eV. The frontier orbital gap (alpha / beta) is 8.50 / 6.22 eV. The LUMO energy (alpha / beta) comes out at 0.2 / -2.0 eV. The calculation puts the largest force on an atom at 4.46 eV/Å.

2.
Entry from OMol25: a structure of composition C8H22F6HfN2O2 in a non-equilibrium geometry (ωB97M-V/def2-TZVPD).

Geometry as XYZ:
```
41
Properties=species:S:1:pos:R:3:forces:R:3
Hf 33.523828 -9.540484 -33.816548 -1.479 4.345 0.677
F 32.173372 -8.598293 -35.349942 0.680 -1.201 0.805
F 33.360350 -8.613738 -31.791009 0.105 -1.238 -1.295
F 33.858176 -7.188798 -33.967218 0.343 -1.439 0.149
F 34.464009 -11.233743 -32.788207 -0.631 0.847 -1.345
F 31.515477 -10.244936 -33.273527 1.715 0.031 -0.318
F 34.888809 -9.389296 -35.529449 -0.540 -0.742 1.096
C 37.330328 -10.257759 -34.231672 -0.224 -0.779 0.738
C 36.999952 -9.575430 -32.913280 1.221 -0.056 0.681
C 38.234390 -8.761220 -32.391071 -0.776 -0.382 -1.134
O 38.887918 -9.434799 -31.324917 -0.014 0.039 -0.301
C 40.202945 -9.009387 -31.168055 0.518 0.143 0.099
N 35.797318 -8.733614 -33.016899 1.482 -0.350 0.562
H 36.468841 -10.857773 -34.512984 -0.237 0.561 -0.474
H 38.091949 -11.039643 -34.105009 0.490 0.516 0.128
H 37.618610 -9.494645 -34.952522 -0.174 -0.315 -0.414
H 36.967357 -10.322993 -32.115620 -1.096 -0.144 -0.200
H 37.891489 -7.775629 -32.057426 0.299 0.109 -0.029
H 38.885918 -8.704700 -33.274503 0.410 0.489 0.342
H 40.506953 -9.294284 -30.159535 0.170 0.067 -0.027
H 40.342472 -7.927555 -31.305462 -0.310 0.067 0.277
H 40.907357 -9.447311 -31.893806 -0.218 -0.296 -0.013
H 36.031605 -7.954646 -33.635107 -0.692 -0.142 -0.342
H 35.777745 -8.296286 -32.097286 -1.199 0.017 -0.080
C 33.512108 -13.483560 -35.249753 2.199 -0.862 0.847
C 33.791641 -12.199333 -36.005352 -0.754 0.224 0.198
C 33.584882 -12.405671 -37.489882 0.471 0.477 -0.570
O 32.274036 -12.874844 -37.803982 0.181 0.114 -0.041
C 32.193908 -14.144460 -38.346966 -0.904 -0.836 -0.537
N 32.894250 -11.137781 -35.455292 -1.073 -2.000 -1.142
H 34.329561 -14.212747 -35.408106 -0.224 -0.007 -0.743
H 32.579422 -14.001565 -35.454025 -0.271 0.385 0.128
H 33.744495 -13.330561 -34.189530 -1.008 0.439 0.119
H 34.820320 -11.873623 -35.845283 0.008 0.018 -0.037
H 34.364190 -13.071168 -37.885329 -0.198 -0.263 0.064
H 33.715105 -11.462931 -38.031800 -0.025 0.096 0.204
H 31.127432 -14.380749 -38.448965 0.008 -0.024 0.433
H 32.664557 -14.929273 -37.743047 0.088 0.129 0.087
H 32.519883 -14.278205 -39.394753 0.613 0.522 0.173
H 32.063502 -11.674976 -35.184890 0.188 0.362 0.998
H 32.421154 -10.666293 -36.231034 0.857 1.080 0.237
```
Positions in Å, forces in eV/Å.

The calculation puts the HOMO energy at -1.74 eV. As for the charge: -2. As for the energy: -1225.48711 a.u. The frontier orbital gap is 6.34 eV. The LUMO energy comes out at 4.6 eV. The calculation puts the largest force on an atom at 4.64 eV/Å.

3.
Entry from OMol25: a cluster of 2 separate species, FH3S in total (ωB97M-V/def2-TZVPD).

Geometry as XYZ:
```
5
Properties=species:S:1:pos:R:3:forces:R:3
F -2.008869 -0.226917 0.015763 -0.492 0.374 -0.152
H -2.421421 0.546469 -0.299277 0.170 -0.376 0.137
S 0.885189 -0.135739 -0.067601 0.166 -0.004 0.045
H 1.848676 -1.056706 0.070188 0.072 0.093 -0.013
H 1.696426 0.872893 0.280928 0.085 -0.087 -0.018
```
Positions in Å, forces in eV/Å.

The calculation puts the HOMO energy at -9.53 eV. The SMILES is F.S. As for the energy: -499.83276 a.u. The calculation puts the energy above the lowest of the compared OMol25 structures with the same formula, charge and spin at 0.194 eV. The frontier orbital gap is 10.36 eV. The LUMO energy comes out at 0.8 eV. The calculation puts the largest force on an atom at 0.64 eV/Å.

4.
Entry from OMol25: a structure of composition C5H6FNO in a non-equilibrium geometry (ωB97M-V/def2-TZVPD).

Geometry as XYZ:
```
14
Properties=species:S:1:pos:R:3:forces:R:3
C -1.380321 0.993344 -0.010936 -1.489 3.230 -0.328
C -1.677954 -0.283164 -0.504674 1.022 -0.896 -0.278
C -0.245795 1.574037 0.331620 3.536 -5.029 0.102
C -0.727731 -1.203847 -0.335312 0.168 -1.542 -0.064
C 1.170627 0.119004 0.203481 -2.039 1.425 -0.639
N 0.490025 -1.173451 0.315231 0.990 1.592 -0.420
O 2.187652 0.282210 1.077501 -3.104 0.627 2.138
F 1.751401 0.207135 -1.108789 -0.615 0.000 0.980
H -2.213141 1.687581 -0.082585 -0.334 0.192 0.470
H -2.594407 -0.522012 -1.046217 0.392 0.147 0.333
H 0.042206 2.405199 0.939261 -0.009 0.422 -0.190
H -0.874234 -2.165763 -0.723892 -0.656 -1.374 -0.477
H 1.067965 -2.056209 0.238888 -0.794 1.764 0.094
H 3.003710 0.135935 0.706417 2.932 -0.557 -1.721
```
Positions in Å, forces in eV/Å.

The calculation puts the HOMO energy at -8.34 eV. As for the energy: -423.87481 a.u. The calculation puts the energy above the lowest of the compared OMol25 structures with the same formula, charge and spin at 3.936 eV. The frontier orbital gap is 9.15 eV. The LUMO energy comes out at 0.8 eV. The calculation puts the largest force on an atom at 6.15 eV/Å.

- Which value of largest force on an atom does entry 3 give?
  0.64 eV/Å

- Among the records above, which one has the lowest energy?
  C8H22F6HfN2O2